(1)
A gas-phase ion, C6H18NO3P2S (charge +1). Source: the OMol25 dataset; level of theory: ωB97M-V/def2-TZVPD.

Geometry as XYZ:
```
31
Properties=species:S:1:pos:R:3:forces:R:3
C 0.535382 -1.588714 1.529075 0.44 -1.29 0.38
C 1.977645 -0.852294 1.275581 0.38 -1.00 0.29
P 1.874825 0.921475 0.576854 1.58 0.05 2.15
C 3.599926 1.197320 -0.279114 0.49 -1.08 -1.24
S 0.431060 1.122324 -0.995256 -0.07 -0.56 -0.69
C -1.312648 0.602564 -0.411439 -2.15 -0.89 0.06
C -1.857414 1.486558 0.857729 -0.52 0.08 0.51
C -3.428758 1.002468 1.130900 -0.20 0.04 -0.99
N -3.504403 -0.453984 1.634658 -0.89 0.99 -1.59
P 0.874024 -0.230796 -2.654917 -3.00 -0.97 -6.95
O -0.141325 0.091416 -3.859749 3.72 -1.14 5.54
O 0.642505 -1.846367 -2.045097 -0.57 3.32 -0.38
O 2.478337 0.072593 -3.303918 -2.63 -2.72 2.44
H 0.662037 -2.281482 2.490605 -0.32 1.56 -2.13
H 0.317278 -2.344229 0.636124 0.25 1.87 1.86
H -0.359120 -0.869587 1.758485 1.81 -1.33 -0.56
H 2.497390 -0.764755 2.345570 -0.98 0.26 -2.42
H 2.712268 -1.468308 0.596009 -1.60 0.89 1.36
H 4.497384 1.141228 0.504849 -2.35 0.21 -1.44
H 3.723827 0.268098 -1.015165 0.04 2.19 1.44
H 3.651334 2.200808 -0.888096 -0.19 -2.02 1.32
H -2.054390 0.815167 -1.315739 2.01 -0.20 1.59
H -1.374576 -0.573020 -0.231923 0.54 2.68 -0.13
H -1.243888 1.328187 1.861245 -1.16 0.26 -2.32
H -1.859188 2.641512 0.575797 0.08 -2.56 0.54
H -3.994707 0.997791 0.098303 1.07 0.66 1.86
H -3.985300 1.745648 1.857892 1.41 -1.58 -1.41
H -3.365047 -1.013378 0.742567 -0.37 0.56 1.62
H -4.528478 -0.613118 1.875363 1.74 0.17 -0.31
H -0.360060 -1.902285 -1.856503 2.05 0.03 -0.67
H 2.894079 -0.832840 -3.490692 -0.59 1.54 0.27
```
Forces are in eV/Å.

As for the calculated total energy: -1600.43162 Ha. As for the LUMO energy: -4.371 eV. As for the total charge: +1. As for the maximum force: 7.63 eV/A.

Results of the Löwdin charge analysis, in e, for atoms 1 through 4: atom 1 (C): -0.17, atom 2 (C): -0.45, atom 3 (P): 0.70, atom 4 (C): -0.32

(2)
A molecular structure, C40H43N4O3P2PtS2. Source: the OMol25 dataset; level of theory: ωB97M-V/def2-TZVPD.

Geometry as XYZ:
```
95
Properties=species:S:1:pos:R:3:forces:R:3
Pt 0.829153 0.426957 0.378962 -0.08 -0.02 0.10
C -2.852839 3.080890 -1.803416 0.00 0.00 0.00
C -1.701775 2.121582 -2.052709 0.00 0.00 0.00
N -0.421658 2.807638 -2.207966 -0.01 0.02 0.00
C 0.370721 3.188632 -1.214326 0.01 -0.03 -0.01
S -0.001618 2.780540 0.430072 0.00 0.00 0.01
N 1.464446 3.882007 -1.511406 -0.02 0.03 0.00
C 2.418260 4.435659 -0.555502 0.00 -0.01 0.01
C 2.039033 5.838262 -0.110152 0.00 0.00 0.01
H -3.784290 2.522115 -1.702590 0.00 0.00 0.00
H -2.965010 3.785200 -2.628290 0.00 0.00 0.00
H -2.691478 3.642000 -0.882611 0.00 0.00 0.00
H -1.846522 1.547627 -2.966281 0.01 0.00 0.00
H -1.607121 1.417999 -1.226782 0.00 -0.01 -0.01
H -0.097766 2.946294 -3.155084 0.01 -0.01 0.00
H 1.670241 4.017507 -2.490633 0.01 -0.02 0.00
H 3.391472 4.431645 -1.048726 0.00 0.00 0.00
H 2.468383 3.762190 0.296770 0.01 0.00 0.00
H 1.970766 6.518387 -0.959576 0.00 0.00 0.00
H 2.787350 6.229426 0.579463 0.00 0.00 0.00
H 1.076093 5.824161 0.401209 0.00 0.00 0.00
C -0.585017 -2.428931 1.649086 0.00 0.02 0.00
P -0.914760 -1.111341 0.430702 0.02 -0.01 -0.02
C -2.605412 -0.529836 0.709552 0.00 -0.01 0.00
C -2.837331 0.701534 1.311390 0.00 0.00 0.00
C -4.135627 1.104314 1.596992 0.01 0.00 0.00
C -5.203691 0.281214 1.276413 0.00 0.00 0.00
C -4.979076 -0.946895 0.663113 0.00 0.00 0.00
C -3.686335 -1.352369 0.380351 -0.01 0.01 0.01
C -1.031566 -2.016969 -1.146053 -0.03 0.03 0.00
C -1.782888 -1.460271 -2.180536 0.01 0.00 -0.01
C -1.832655 -2.064788 -3.424751 0.01 -0.01 0.00
C -1.134066 -3.241382 -3.652929 0.00 0.01 -0.01
C -0.394228 -3.811261 -2.627916 0.00 0.00 0.01
C -0.340575 -3.204436 -1.380916 0.01 -0.01 0.01
P -0.196888 -2.094109 3.452757 -0.02 -0.03 0.02
C -1.765834 -2.480260 4.300772 0.00 0.01 -0.03
C -1.646354 -3.050200 5.567037 0.01 0.00 0.01
C -2.774932 -3.362176 6.313299 0.00 0.00 0.00
C -4.036797 -3.119461 5.794088 0.00 0.00 0.00
C -4.168890 -2.559431 4.529481 -0.01 0.00 0.01
C -3.041446 -2.238806 3.790648 0.00 0.00 0.01
C -0.123187 -0.265068 3.554538 0.02 0.00 0.00
C 1.081601 0.333965 3.148870 0.01 0.00 -0.01
C 1.274708 1.705379 3.291016 0.01 -0.01 -0.02
C 0.274307 2.493179 3.842908 -0.01 0.01 -0.01
C -0.910365 1.905434 4.257769 0.01 0.01 0.00
C -1.109264 0.535935 4.115750 0.00 -0.02 0.00
H 0.308406 -2.924540 1.265799 0.00 -0.01 0.00
H -1.403900 -3.152556 1.607945 0.00 -0.01 0.00
H -2.005516 1.346490 1.558324 0.00 0.00 -0.01
H -4.308640 2.062914 2.068728 0.00 0.00 0.00
H -6.215127 0.595691 1.498616 0.00 0.00 0.00
H -5.812648 -1.587326 0.406685 0.00 0.00 0.00
H -3.516051 -2.310294 -0.096413 -0.01 0.00 0.01
H -2.340531 -0.549094 -2.013251 0.00 -0.01 -0.01
H -2.410905 -1.611246 -4.218562 0.00 0.00 0.00
H -1.170865 -3.715432 -4.624958 0.00 0.00 0.00
H 0.145807 -4.734263 -2.794883 0.00 0.00 0.00
H 0.260183 -3.661632 -0.608312 0.00 0.00 0.00
H -0.661179 -3.256046 5.968773 0.00 0.00 0.00
H -2.666329 -3.803677 7.295042 0.00 0.00 0.00
H -4.917682 -3.369302 6.370761 0.00 0.00 0.00
H -5.152365 -2.367590 4.119351 0.00 0.00 0.00
H -3.161989 -1.789279 2.814855 0.00 0.00 -0.01
H 1.908390 -0.295171 2.830756 0.00 0.00 0.01
H 2.212351 2.149334 2.984238 0.01 0.00 -0.01
H 0.424652 3.558170 3.960105 0.00 0.00 0.00
H -1.687303 2.513557 4.703792 0.00 0.00 0.00
H -2.037031 0.094216 4.455319 0.00 0.00 0.00
C 5.515488 0.442648 -1.770205 0.00 0.00 0.01
C 5.407973 1.269893 -0.484217 -0.01 -0.04 -0.01
C 4.055074 1.218947 0.060569 0.00 0.11 0.02
N 2.979216 1.182285 0.452109 0.02 -0.07 0.00
H 6.534463 0.497984 -2.147973 0.00 0.00 -0.01
H 4.835203 0.823940 -2.530528 -0.01 0.01 -0.01
H 5.275836 -0.602680 -1.577970 0.00 0.00 0.00
H 5.647992 2.318759 -0.666167 0.00 0.00 0.00
H 6.091111 0.906909 0.284816 0.00 0.00 0.00
O 2.350423 1.645245 -3.285546 0.01 -0.02 0.01
S 1.555531 0.438364 -3.246032 0.00 0.00 0.00
O 0.284478 0.493812 -3.914631 -0.01 0.01 0.00
N 1.415985 -0.097023 -1.708269 0.05 0.02 -0.05
C 2.093472 -1.244146 -1.488029 -0.01 0.02 0.00
O 2.174005 -1.740268 -0.360846 0.02 0.02 0.00
C 2.714147 -1.792681 -2.725532 0.00 0.00 0.00
C 3.426037 -2.966960 -2.882009 0.00 0.01 0.00
C 3.906790 -3.269055 -4.150597 0.00 0.00 0.00
C 3.677986 -2.415181 -5.226895 0.00 0.00 0.00
C 2.962505 -1.232895 -5.067535 0.00 0.00 0.00
C 2.496522 -0.952123 -3.800508 0.00 -0.01 0.00
H 3.592975 -3.622192 -2.037246 0.00 0.00 0.00
H 4.465622 -4.181688 -4.308809 0.00 0.00 0.00
H 4.061767 -2.676366 -6.203972 0.00 0.00 0.00
H 2.778400 -0.568130 -5.900545 0.00 0.00 0.00
```
Forces are in eV/Å.

As for the calculated total energy: -3593.05317 Ha. As for the LUMO energy (spin up / spin down): -2.063 / -3.657 eV. As for the total charge: +1. As for the maximum force: 0.13 eV/A. Its spin multiplicity is 3. As for the expectation value of S²: 2.010.

Results of the Löwdin charge analysis, in e, for atoms 1 through 4: atom 1 (Pt): 0.82, atom 2 (C): -0.07, atom 3 (C): -0.27, atom 4 (N): 0.02